C37H40FeNP3 | the ωB97M-V functional and the def2-TZVPD basis

Geometry as XYZ:
```
82
Properties=species:S:1:pos:R:3
C -2.24 -1.41 -4.61
C -1.73 -0.58 -3.62
C -2.36 -0.64 -2.36
C -3.21 -1.69 -1.98
C -3.69 -2.53 -2.98
C -3.23 -2.36 -4.29
C -3.54 -1.66 -0.52
C -4.09 -0.29 -0.22
C -3.24 0.74 -0.64
C -3.41 2.08 -0.26
C -4.64 2.43 0.30
C -5.59 1.43 0.57
C -5.31 0.07 0.35
H -1.85 -1.30 -5.62
H -4.46 -3.27 -2.75
H -3.63 -2.98 -5.09
H -4.21 -2.47 -0.20
H -4.83 3.49 0.50
H -6.55 1.73 0.97
H -6.05 -0.70 0.57
N -2.19 0.42 -1.49
Fe -0.42 0.09 -0.41
C -0.60 0.39 -3.78
H -0.94 1.45 -3.73
H -0.07 0.24 -4.72
C -2.26 3.01 -0.50
H -2.05 3.16 -1.57
H -2.45 3.99 -0.04
P 0.67 0.19 -2.41
P -0.69 2.32 0.23
C -0.90 2.83 1.98
H -0.11 2.42 2.61
H -0.90 3.92 2.04
H -1.86 2.44 2.34
C 0.55 3.49 -0.40
H 0.47 4.45 0.14
H 1.56 3.10 -0.26
H 0.38 3.68 -1.47
C 1.42 -1.40 -2.86
H 1.96 -1.30 -3.81
H 2.12 -1.73 -2.08
H 0.63 -2.15 -2.96
C 1.96 1.40 -2.86
H 2.66 1.51 -2.02
H 2.51 1.03 -3.74
H 1.49 2.37 -3.09
H -2.51 -1.70 0.04
H -0.88 0.61 0.99
C 3.48 -4.58 0.82
C 2.30 -4.41 0.08
C 1.60 -3.21 0.12
C 2.11 -2.13 0.88
C 3.26 -2.31 1.65
C 3.95 -3.53 1.62
P 1.23 -0.54 0.99
C 0.72 -0.64 2.75
C -0.43 -1.40 3.03
C -0.88 -1.54 4.34
C -0.16 -0.95 5.40
C 1.01 -0.23 5.12
C 1.47 -0.10 3.80
C 2.67 0.61 0.94
C 2.67 1.83 1.64
C 3.70 2.76 1.45
C 4.75 2.48 0.58
C 4.77 1.27 -0.11
C 3.74 0.34 0.06
H 4.03 -5.52 0.79
H 1.93 -5.23 -0.54
H 0.67 -3.10 -0.44
H 3.64 -1.50 2.27
H 4.86 -3.64 2.22
H -0.98 -1.88 2.22
H -1.77 -2.12 4.55
H -0.51 -1.06 6.43
H 1.58 0.23 5.93
H 2.42 0.41 3.62
H 1.88 2.06 2.35
H 3.67 3.70 2.00
H 5.55 3.20 0.44
H 5.59 1.03 -0.79
H 3.78 -0.61 -0.48
```

Calculated values
HOMO energy (spin up / spin down): -8.8 / -9.7 eV
2S+1: 6
F_max: 3.7 eV Å⁻¹
Energy relative to the best compared isomer or geometry (same formula, charge and spin): 0.00 kcal/mol
LUMO level (spin up / spin down): -2.301 / -4.031 eV
Frontier orbital gap (spin up / spin down): 6.463 / 5.624 eV
Energy: -3776.16086 hartree
Net charge: +1

---

C11H23BrClNO18PS4 | the ωB97M-V functional and the def2-TZVPD basis

Geometry as XYZ:
```
60
Properties=species:S:1:pos:R:3
C -8.02 1.87 1.38
N -6.86 1.06 0.85
C -7.03 -0.43 0.83
C -7.30 -1.16 2.15
O -6.57 -2.04 2.46
Cl -8.67 -0.83 3.20
P -5.26 1.70 1.60
O -4.10 0.93 0.77
Br -5.13 1.03 3.70
H -8.43 2.47 0.55
H -8.84 1.28 1.77
H -7.62 2.61 2.09
H -6.76 1.33 -0.13
H -6.12 -0.87 0.40
H -7.83 -0.67 0.10
H -4.45 0.72 -0.12
C 0.13 2.89 0.45
C 0.69 2.67 -0.94
O -0.32 1.87 -1.60
S -1.76 2.27 -1.04
O -2.37 3.19 -1.94
O -2.44 1.09 -0.62
O -1.29 3.08 0.25
H 0.28 2.02 1.08
H 0.56 3.77 0.93
H 1.64 2.15 -0.92
H 0.79 3.60 -1.49
C 1.44 0.37 5.07
C 1.18 -0.09 3.65
O 1.53 1.03 2.83
S 2.74 1.84 3.53
O 3.96 1.42 2.94
O 2.36 3.21 3.62
O 2.63 1.17 4.98
H 0.63 1.01 5.43
H 1.59 -0.45 5.76
H 0.14 -0.38 3.49
H 1.83 -0.93 3.38
C 0.57 -1.34 -2.58
C 0.39 -2.26 -1.39
O 0.96 -3.50 -1.80
S 2.20 -3.21 -2.81
O 3.41 -3.25 -2.08
O 2.00 -3.97 -3.98
O 1.85 -1.67 -3.11
H -0.18 -1.54 -3.35
H 0.53 -0.29 -2.30
H -0.66 -2.40 -1.12
H 0.94 -1.90 -0.52
C 7.98 -0.97 -2.87
C 8.05 -1.82 -4.12
O 7.37 -3.03 -3.77
S 6.20 -2.71 -2.72
O 4.97 -2.60 -3.41
O 6.36 -3.57 -1.60
O 6.69 -1.23 -2.31
H 8.73 -1.29 -2.14
H 8.10 0.09 -3.07
H 9.06 -2.02 -4.44
H 7.50 -1.35 -4.94
```

Calculated values
HOMO energy: -11.6 eV
2S+1: 1
F_max: 3.7 eV Å⁻¹
LUMO level: -3.828 eV
Frontier orbital gap: 7.745 eV
Energy: -6809.94671 hartree
Net charge: +1

---

C17H27N5O3 | the ωB97M-V functional and the def2-TZVPD basis

Geometry as XYZ:
```
52
Properties=species:S:1:pos:R:3
C 6.47 0.97 2.70
C 6.18 0.55 1.26
C 4.68 0.53 0.96
C 4.40 0.10 -0.47
N 2.98 0.06 -0.76
C 2.18 1.04 -1.23
C 0.93 0.50 -1.20
C -0.40 1.05 -1.66
C -0.62 0.64 -3.12
C -0.38 2.58 -1.66
O -0.18 3.15 -0.39
C -1.21 2.76 0.49
C -1.27 1.25 0.62
N -1.45 0.63 -0.69
C -2.25 -0.46 -0.88
O -2.35 -1.07 -1.92
C -3.15 -0.87 0.29
O -2.39 -1.22 1.46
N -3.03 -2.30 2.10
C -3.92 -2.77 1.33
C -4.74 -3.94 1.74
C -4.00 -2.09 -0.01
C -5.40 -1.78 -0.51
N 1.03 -0.77 -0.72
N 2.27 -1.02 -0.46
H 7.54 0.98 2.90
H 6.08 1.98 2.89
H 6.00 0.30 3.41
H 6.68 1.22 0.57
H 6.59 -0.45 1.08
H 4.17 -0.15 1.64
H 4.26 1.52 1.13
H 4.87 0.78 -1.19
H 4.79 -0.90 -0.66
H 2.56 2.01 -1.51
H 0.13 1.17 -3.72
H -0.51 -0.42 -3.27
H -1.62 0.93 -3.46
H 0.43 2.93 -2.30
H -1.33 2.93 -2.08
H -1.00 3.21 1.46
H -2.17 3.14 0.12
H -0.35 0.87 1.08
H -2.09 0.98 1.28
H -3.81 -0.02 0.55
H -4.62 -4.76 1.02
H -4.45 -4.28 2.72
H -5.80 -3.69 1.75
H -3.48 -2.71 -0.75
H -5.97 -2.69 -0.67
H -5.94 -1.15 0.20
H -5.34 -1.25 -1.46
```

Calculated values
HOMO energy: -9.0 eV
2S+1: 1
F_max: 0.2 eV Å⁻¹
Energy relative to the best compared isomer or geometry (same formula, charge and spin): 82.40 kcal/mol
LUMO level: 0.744 eV
SMILES string: CCCCn1cc([C@]2(C)COCCN2C(=O)[C@@H]2ON=C(C)[C@H]2C)nn1
Frontier orbital gap: 9.761 eV
Energy: -1163.42001 hartree
Net charge: 0

---

C7H5NO3S | the ωB97M-V functional and the def2-TZVPD basis

Geometry as XYZ:
```
17
Properties=species:S:1:pos:R:3
C -1.40 -1.16 1.37
C -2.27 -0.92 0.32
C -0.02 -0.84 1.29
C -1.78 -0.39 -0.84
C 0.46 -0.28 0.10
C -0.43 -0.11 -0.97
C 1.84 0.22 -0.05
N 1.86 1.53 0.14
O 2.86 -0.46 -0.19
O -0.95 1.41 -3.01
O 3.04 2.17 0.26
S 0.22 0.82 -2.35
H -1.89 -1.49 2.38
H -3.36 -1.07 0.38
H 0.49 -0.93 2.24
H -2.42 -0.03 -1.69
H 3.76 1.55 0.61
```

Calculated values
HOMO energy (spin up / spin down): -8.4 / -10.1 eV
2S+1: 3
F_max: 4.0 eV Å⁻¹
Energy relative to the best compared isomer or geometry (same formula, charge and spin): 0.00 kcal/mol
LUMO level (spin up / spin down): 0.483 / -2.515 eV
Frontier orbital gap (spin up / spin down): 8.862 / 7.572 eV
Energy: -948.25533 hartree
Net charge: 0

---

Please write out number 3 again, unchanged.
C17H27N5O3 | the ωB97M-V functional and the def2-TZVPD basis

Geometry as XYZ:
```
52
Properties=species:S:1:pos:R:3
C 6.47 0.97 2.70
C 6.18 0.55 1.26
C 4.68 0.53 0.96
C 4.40 0.10 -0.47
N 2.98 0.06 -0.76
C 2.18 1.04 -1.23
C 0.93 0.50 -1.20
C -0.40 1.05 -1.66
C -0.62 0.64 -3.12
C -0.38 2.58 -1.66
O -0.18 3.15 -0.39
C -1.21 2.76 0.49
C -1.27 1.25 0.62
N -1.45 0.63 -0.69
C -2.25 -0.46 -0.88
O -2.35 -1.07 -1.92
C -3.15 -0.87 0.29
O -2.39 -1.22 1.46
N -3.03 -2.30 2.10
C -3.92 -2.77 1.33
C -4.74 -3.94 1.74
C -4.00 -2.09 -0.01
C -5.40 -1.78 -0.51
N 1.03 -0.77 -0.72
N 2.27 -1.02 -0.46
H 7.54 0.98 2.90
H 6.08 1.98 2.89
H 6.00 0.30 3.41
H 6.68 1.22 0.57
H 6.59 -0.45 1.08
H 4.17 -0.15 1.64
H 4.26 1.52 1.13
H 4.87 0.78 -1.19
H 4.79 -0.90 -0.66
H 2.56 2.01 -1.51
H 0.13 1.17 -3.72
H -0.51 -0.42 -3.27
H -1.62 0.93 -3.46
H 0.43 2.93 -2.30
H -1.33 2.93 -2.08
H -1.00 3.21 1.46
H -2.17 3.14 0.12
H -0.35 0.87 1.08
H -2.09 0.98 1.28
H -3.81 -0.02 0.55
H -4.62 -4.76 1.02
H -4.45 -4.28 2.72
H -5.80 -3.69 1.75
H -3.48 -2.71 -0.75
H -5.97 -2.69 -0.67
H -5.94 -1.15 0.20
H -5.34 -1.25 -1.46
```

Calculated values
HOMO energy: -9.0 eV
2S+1: 1
F_max: 0.2 eV Å⁻¹
Energy relative to the best compared isomer or geometry (same formula, charge and spin): 82.40 kcal/mol
LUMO level: 0.744 eV
SMILES string: CCCCn1cc([C@]2(C)COCCN2C(=O)[C@@H]2ON=C(C)[C@H]2C)nn1
Frontier orbital gap: 9.761 eV
Energy: -1163.42001 hartree
Net charge: 0

---

Copy entry 4 word for word.
C7H5NO3S | the ωB97M-V functional and the def2-TZVPD basis

Geometry as XYZ:
```
17
Properties=species:S:1:pos:R:3
C -1.40 -1.16 1.37
C -2.27 -0.92 0.32
C -0.02 -0.84 1.29
C -1.78 -0.39 -0.84
C 0.46 -0.28 0.10
C -0.43 -0.11 -0.97
C 1.84 0.22 -0.05
N 1.86 1.53 0.14
O 2.86 -0.46 -0.19
O -0.95 1.41 -3.01
O 3.04 2.17 0.26
S 0.22 0.82 -2.35
H -1.89 -1.49 2.38
H -3.36 -1.07 0.38
H 0.49 -0.93 2.24
H -2.42 -0.03 -1.69
H 3.76 1.55 0.61
```

Calculated values
HOMO energy (spin up / spin down): -8.4 / -10.1 eV
2S+1: 3
F_max: 4.0 eV Å⁻¹
Energy relative to the best compared isomer or geometry (same formula, charge and spin): 0.00 kcal/mol
LUMO level (spin up / spin down): 0.483 / -2.515 eV
Frontier orbital gap (spin up / spin down): 8.862 / 7.572 eV
Energy: -948.25533 hartree
Net charge: 0

---

Question: F_max of number 4 (C7H5NO3S)?
Answer: 4.0 eV Å⁻¹